Record 1
The following is a quantum chemistry calculation of a 11-piece molecular cluster, C34H77N11O10 overall in a non-equilibrium geometry, from the Open Molecules 2025 dataset.

```
132
C34H77N11O10 | the Open Molecules 2025 dataset | wB97M-V/def2-TZVPD
C -3.161 -2.557 -3.837
N -2.923 -3.529 -2.731
C -1.981 -3.175 -1.671
C -3.653 -4.658 -2.500
O -3.496 -5.499 -1.655
H -3.388 -1.574 -3.323
H -4.085 -2.886 -4.300
H -2.256 -2.470 -4.386
H -2.423 -2.353 -1.045
H -1.814 -4.028 -0.985
H -1.072 -2.769 -2.051
H -4.468 -4.729 -3.178
C 2.735 5.257 -3.628
N 2.899 5.257 -2.221
C 1.916 5.919 -1.462
C 3.827 4.481 -1.642
O 3.979 4.212 -0.415
H 1.753 4.768 -3.865
H 3.508 4.685 -4.147
H 2.627 6.252 -4.123
H 1.108 6.277 -2.160
H 1.429 5.244 -0.738
H 2.330 6.750 -0.962
H 4.565 4.102 -2.351
C -2.458 6.712 -2.150
N -1.761 6.032 -3.183
C -1.373 4.645 -2.979
C -0.976 6.740 -4.061
O -0.064 6.190 -4.585
H -3.076 7.539 -2.594
H -1.863 7.186 -1.417
H -3.216 6.064 -1.696
H -0.816 4.617 -2.043
H -2.257 3.961 -2.969
H -0.789 4.250 -3.832
H -1.219 7.813 -4.129
C -0.971 0.577 4.456
N -0.086 -0.551 4.716
C 1.335 -0.487 4.325
C -0.655 -1.750 4.859
O -1.839 -1.951 4.929
H -0.281 1.393 4.147
H -1.602 0.814 5.308
H -1.588 0.380 3.608
H 1.496 0.078 3.394
H 1.943 0.064 5.123
H 1.763 -1.478 4.274
H 0.144 -2.448 5.270
C -2.309 -6.766 1.463
N -0.968 -6.590 1.017
C -0.002 -6.034 1.953
C -0.577 -7.068 -0.199
O 0.536 -7.131 -0.672
H -2.999 -7.081 0.617
H -2.732 -5.837 1.761
H -2.389 -7.403 2.357
H -0.089 -6.371 3.006
H 1.053 -6.242 1.636
H -0.146 -4.894 1.950
H -1.518 -7.305 -0.800
C 4.878 0.195 -0.916
N 4.280 -0.328 0.294
C 2.780 -0.280 0.337
C 4.999 -0.538 1.434
O 6.219 -0.300 1.519
H 4.206 0.160 -1.764
H 5.731 -0.407 -1.156
H 5.311 1.174 -0.693
H 2.367 -0.767 1.182
H 2.450 0.776 0.235
H 2.417 -0.781 -0.576
H 4.422 -0.873 2.302
C 5.107 2.980 3.290
N 3.763 2.829 3.803
C 3.600 2.623 5.170
C 2.695 2.976 2.987
O 1.524 2.763 3.371
H 5.661 2.068 3.372
H 5.654 3.833 3.634
H 5.103 3.153 2.185
H 2.514 2.619 5.270
H 4.106 1.693 5.467
H 3.937 3.443 5.824
H 3.114 3.331 2.018
C 1.969 -4.446 -1.373
N 2.192 -4.429 -2.841
C 2.209 -5.690 -3.573
C 2.719 -3.287 -3.319
O 2.802 -2.241 -2.636
H 2.323 -5.355 -0.941
H 0.859 -4.327 -1.305
H 2.385 -3.660 -0.856
H 2.270 -5.473 -4.630
H 3.116 -6.228 -3.375
H 1.390 -6.354 -3.320
H 2.971 -3.312 -4.411
C 0.410 1.517 -1.623
N 0.108 1.649 -0.210
C 0.275 3.013 0.361
C -0.067 0.589 0.569
O -0.058 -0.577 0.268
H -0.245 2.126 -2.184
H 0.225 0.486 -1.939
H 1.470 1.678 -1.920
H 0.281 2.989 1.476
H 1.219 3.473 0.054
H -0.541 3.707 0.216
H -0.168 0.921 1.605
C -4.274 -2.900 3.254
N -3.812 -1.727 2.711
C -2.731 -1.740 1.787
C -4.286 -0.515 3.067
O -3.894 0.591 2.641
H -4.521 -3.657 2.488
H -5.227 -2.739 3.756
H -3.604 -3.258 4.083
H -2.059 -2.642 1.941
H -3.022 -1.829 0.704
H -2.028 -0.919 1.869
H -5.127 -0.534 3.760
C -4.035 1.633 -2.786
C -3.285 1.291 -1.546
C -4.118 0.801 -0.309
C -4.789 -0.463 -0.625
N -5.313 -1.339 -1.149
H -4.578 2.621 -2.705
H -4.935 0.994 -2.963
H -3.458 1.634 -3.722
H -2.728 2.153 -1.193
H -2.465 0.575 -1.798
H -4.799 1.588 -0.037
H -3.472 0.626 0.616
```

- HOMO energy: -8.7848 eV
- LUMO energy: 0.0114 Eh
- Molecular weight: 800.06 g mol⁻¹
- SMILES: CN(C)C=O.CN(C)C=O.CN(C)C=O.CN(C)C=O.CN(C)C=O.CN(C)C=O.CN(C)C=O.CN(C)C=O.CN(C)C=O.CN(C)C=O.CCCC#N
- E_tot: -2696.3257 Ha

=====

Record 2
The following is a quantum chemistry calculation of a 6-piece molecular cluster, C34H79N2O23P5S3 overall in a non-equilibrium geometry, from the Open Molecules 2025 dataset.

```
146
C34H79N2O23P5S3 | the Open Molecules 2025 dataset | wB97M-V/def2-TZVPD
C 4.273 -2.589 2.262
C 3.402 -3.666 1.403
C 1.876 -3.539 1.903
C 0.805 -3.370 0.681
N 0.219 -2.006 0.796
C -0.764 -1.676 -0.277
C -1.678 -2.872 -0.790
C -2.637 -3.553 0.289
C -3.041 -2.661 1.547
C -4.402 -1.792 1.344
C -5.649 -2.687 0.856
O -6.921 -2.081 1.210
C -7.420 -1.233 0.149
N -4.187 -0.531 0.569
C -4.219 -0.696 -0.699
S -4.511 -0.789 -2.337
O -4.758 -1.363 2.713
C -4.369 -0.015 2.944
O -5.214 0.922 2.951
C -2.850 0.441 3.275
C -2.495 -0.317 4.684
C 1.308 -0.985 0.650
S 2.453 -1.038 -0.595
S 1.526 0.420 1.864
C 0.824 1.996 1.182
C 1.276 2.359 -0.314
C -0.017 2.207 -1.262
H 4.538 -1.656 1.664
H 3.766 -2.282 3.234
H 5.275 -3.073 2.562
H 3.543 -3.531 0.281
H 3.828 -4.691 1.692
H 1.641 -4.532 2.447
H 1.724 -2.729 2.711
H 0.043 -4.218 0.859
H 1.279 -3.604 -0.339
H -0.312 -1.171 -1.205
H -1.481 -0.885 0.171
H -2.319 -2.449 -1.653
H -1.075 -3.725 -1.282
H -3.535 -3.989 -0.292
H -2.093 -4.482 0.706
H -3.317 -3.402 2.391
H -2.216 -2.007 1.978
H -5.589 -3.028 -0.229
H -5.598 -3.651 1.490
H -7.548 -1.749 -0.859
H -6.781 -0.290 0.128
H -8.476 -0.900 0.476
H -2.141 0.140 2.436
H -2.813 1.574 3.450
H -3.482 -0.377 5.270
H -1.765 0.315 5.285
H -2.164 -1.392 4.507
H 1.227 2.843 1.857
H -0.322 2.048 1.310
H 2.198 1.810 -0.686
H 1.546 3.482 -0.337
H -0.880 2.736 -0.701
H -0.331 1.117 -1.366
H 0.074 2.764 -2.260
C -4.389 1.507 -8.606
O -4.628 2.522 -7.641
P -3.267 3.243 -6.875
O -2.430 3.256 -8.146
O -3.021 1.844 -6.031
C -4.104 1.353 -5.239
O -2.008 4.036 -6.015
C -1.759 3.717 -4.653
H -5.311 0.933 -8.723
H -4.136 1.957 -9.567
H -3.595 0.829 -8.286
H -4.510 0.457 -5.711
H -4.898 2.095 -5.131
H -3.729 1.092 -4.248
H -1.235 2.759 -4.577
H -2.688 3.690 -4.083
H -1.110 4.488 -4.233
C -1.661 -8.681 -0.708
O -0.489 -8.334 -1.432
P -0.598 -7.057 -2.578
O -1.514 -6.213 -1.704
O -1.482 -8.050 -3.559
C -0.894 -9.297 -3.936
O -0.576 -5.826 -3.776
C -0.539 -6.167 -5.154
H -1.523 -9.689 -0.311
H -1.802 -7.995 0.128
H -2.545 -8.679 -1.351
H -1.415 -10.104 -3.419
H 0.169 -9.338 -3.689
H -1.010 -9.435 -5.012
H -1.526 -6.503 -5.489
H 0.210 -6.935 -5.346
H -0.281 -5.272 -5.723
C 3.813 2.566 -4.483
O 4.826 3.503 -4.145
P 4.477 4.664 -2.925
O 3.706 3.675 -2.063
O 3.462 5.427 -3.982
C 4.009 5.851 -5.232
O 4.247 5.897 -1.752
C 4.047 7.243 -2.156
H 4.049 2.158 -5.469
H 3.803 1.747 -3.762
H 2.829 3.039 -4.530
H 3.614 5.215 -6.026
H 5.100 5.797 -5.239
H 3.707 6.882 -5.422
H 3.027 7.381 -2.529
H 4.773 7.535 -2.915
H 4.173 7.887 -1.283
C -4.009 2.891 5.821
O -4.295 3.902 6.777
P -2.971 4.676 7.554
O -2.119 4.712 6.294
O -2.686 3.291 8.410
C -3.761 2.767 9.191
O -1.753 5.519 8.425
C -1.510 5.218 9.791
H -4.906 2.282 5.695
H -3.761 3.343 4.860
H -3.194 2.243 6.155
H -4.129 1.855 8.720
H -4.582 3.481 9.285
H -3.390 2.524 10.189
H -0.953 4.280 9.881
H -2.445 5.161 10.350
H -0.894 6.014 10.215
C 10.378 -0.281 1.372
O 9.646 0.495 2.309
P 7.929 0.464 2.216
O 7.871 -1.022 1.893
O 8.005 1.358 0.828
C 8.691 2.609 0.888
O 6.214 0.549 2.231
C 5.548 1.708 1.748
H 11.397 0.112 1.335
H 10.419 -1.321 1.697
H 9.944 -0.215 0.371
H 9.631 2.524 0.341
H 8.898 2.911 1.916
H 8.075 3.375 0.414
H 5.560 1.724 0.653
H 6.005 2.614 2.148
H 4.506 1.666 2.070
```

- HOMO energy: -8.0635 eV
- LUMO energy: -0.1039 Eh
- Molecular weight: 1135.07 g mol⁻¹
- Relative energy (zero: lowest compared OMol25 entry of this formula, charge and spin): 492.2 kcal/mol
- SMILES: CCCCN(CCCC[C@](COC)(N=C=S)OC(=O)CC)C(=S)SCCC.COP(=O)(OC)OC.COP(=O)(OC)OC.COP(=O)(OC)OC.COP(=O)(OC)OC.COP(=O)(OC)OC
- E_tot: -6083.5670 Ha